{
  "formula": "C30H30BClF2O2S",
  "method": "ωB97M-V with the def2-TZVPD basis set",
  "symbols": ["F", "C", "C", "C", "C", "C", "C", "C", "C", "C", "C", "C", "F", "C", "C", "H", "H", "H", "H", "H", "H", "H", "H", "H", "C", "C", "C", "C", "C", "B", "C", "C", "C", "C", "Cl", "C", "C", "O", "C", "C", "C", "C", "C", "C", "O", "S", "H", "H", "H", "H", "H", "H", "H", "H", "H", "H", "H", "H", "H", "H", "H", "H", "H", "H", "H", "H", "H"],
  "xyz": [[-2.619, 0.694, -5.381], [-2.465, 0.001, -4.200], [-3.562, -0.647, -3.637], [-3.348, -1.392, -2.460], [-2.107, -1.405, -1.847], [-0.982, -0.696, -2.390], [0.315, -0.797, -1.755], [1.535, -0.676, -2.540], [2.403, -1.805, -2.580], [3.488, -1.860, -3.447], [3.807, -0.755, -4.257], [3.017, 0.385, -4.147], [3.336, 1.482, -4.915], [1.901, 0.456, -3.322], [-1.186, -0.048, -3.641], [-4.524, -0.631, -4.143], [-4.180, -1.953, -2.026], [-1.958, -2.030, -0.975], [0.387, -1.528, -0.961], [2.170, -2.661, -1.934], [4.118, -2.756, -3.489], [4.639, -0.778, -4.950], [1.287, 1.345, -3.303], [-0.339, 0.363, -4.187], [-0.942, 0.454, 6.353], [-0.289, 0.281, 5.035], [0.971, 0.764, 4.686], [1.356, 0.491, 3.364], [0.461, -0.325, 2.633], [0.011, 0.063, 0.937], [0.822, -1.292, 1.455], [2.242, -1.445, 1.171], [2.874, -2.672, 1.101], [2.126, -3.866, 1.111], [2.903, -5.403, 1.080], [0.721, -3.776, 1.167], [0.092, -2.551, 1.304], [-1.345, 0.063, 0.777], [-1.674, 1.480, 0.707], [-2.757, 1.609, -0.346], [-2.201, 1.896, 2.094], [-0.285, 2.141, 0.293], [-0.172, 2.501, -1.173], [0.006, 3.439, 1.014], [0.732, 1.164, 0.554], [-0.930, -0.600, 3.738], [-0.413, 1.212, 6.932], [-1.967, 0.802, 6.219], [-0.975, -0.458, 6.959], [1.563, 1.335, 5.401], [2.252, 0.910, 2.925], [2.832, -0.535, 1.109], [3.960, -2.753, 1.043], [0.143, -4.699, 1.098], [-0.992, -2.505, 1.342], [-2.963, 2.662, -0.574], [-2.460, 1.077, -1.256], [-3.682, 1.167, 0.025], [-2.658, 2.897, 2.048], [-2.998, 1.194, 2.390], [-1.398, 1.902, 2.849], [-0.994, 3.148, -1.465], [0.753, 3.073, -1.296], [-0.117, 1.600, -1.794], [-0.785, 4.152, 0.703], [0.067, 3.304, 2.102], [0.977, 3.790, 0.671]],
  "homo_energy_ev": -5.541,
  "orbital_gap_ev": 3.549,
  "relative_energy_kcal_mol": 123.2
}

=====

{
  "formula": "C37H31AuO2P2",
  "method": "ωB97M-V with the def2-TZVPD basis set",
  "symbols": ["Au", "O", "C", "C", "C", "C", "C", "C", "P", "C", "C", "C", "C", "C", "C", "C", "C", "C", "C", "C", "C", "C", "C", "C", "C", "C", "C", "P", "C", "C", "C", "C", "C", "C", "C", "C", "C", "C", "C", "C", "H", "H", "H", "H", "H", "H", "H", "H", "H", "H", "H", "H", "H", "H", "H", "H", "H", "H", "H", "H", "H", "H", "H", "H", "H", "H", "H", "H", "C", "H", "H", "H", "O"],
  "xyz": [[1.039, 0.964, -1.408], [-0.345, -0.653, 2.348], [-1.461, 0.162, 2.474], [-2.182, 0.058, 3.664], [-3.309, 0.826, 3.888], [-3.711, 1.748, 2.934], [-2.951, 1.919, 1.796], [-1.801, 1.162, 1.554], [-0.798, 1.628, 0.108], [-2.013, 1.627, -1.251], [-1.753, 2.435, -2.355], [-2.613, 2.435, -3.445], [-3.715, 1.590, -3.459], [-3.953, 0.747, -2.383], [-3.101, 0.764, -1.286], [-0.458, 3.402, 0.382], [-1.345, 4.432, 0.080], [-0.998, 5.755, 0.311], [0.244, 6.065, 0.850], [1.134, 5.047, 1.158], [0.784, 3.726, 0.925], [-0.533, -1.993, 1.969], [-1.256, -2.833, 2.807], [-1.394, -4.180, 2.516], [-0.782, -4.701, 1.389], [-0.027, -3.871, 0.578], [0.132, -2.511, 0.856], [1.117, -1.443, -0.242], [2.654, -1.105, 0.712], [3.681, -0.340, 0.157], [4.828, -0.054, 0.884], [4.971, -0.519, 2.185], [3.957, -1.278, 2.750], [2.814, -1.570, 2.018], [1.708, -2.585, -1.543], [1.035, -2.682, -2.755], [1.477, -3.541, -3.751], [2.606, -4.321, -3.548], [3.286, -4.240, -2.340], [2.837, -3.381, -1.348], [-1.845, -0.620, 4.433], [-3.865, 0.714, 4.809], [-4.591, 2.357, 3.094], [-3.254, 2.675, 1.083], [-0.886, 3.084, -2.365], [-2.410, 3.083, -4.287], [-4.379, 1.580, -4.314], [-4.798, 0.071, -2.397], [-3.289, 0.080, -0.467], [-2.318, 4.216, -0.345], [-1.697, 6.544, 0.068], [0.516, 7.097, 1.029], [2.104, 5.279, 1.578], [1.493, 2.941, 1.169], [-1.708, -2.455, 3.710], [-1.969, -4.818, 3.174], [-0.879, -5.751, 1.145], [0.447, -4.306, -0.292], [3.592, 0.039, -0.857], [5.611, 0.538, 0.429], [5.863, -0.290, 2.753], [4.052, -1.643, 3.765], [2.042, -2.164, 2.492], [0.152, -2.090, -2.936], [0.938, -3.598, -4.688], [2.954, -4.989, -4.326], [4.168, -4.845, -2.170], [3.381, -3.335, -0.412], [-0.251, 0.388, -2.935], [0.299, -0.188, -3.672], [-0.696, 1.293, -3.373], [-1.042, -0.214, -2.498], [2.463, 0.639, -2.576]],
  "homo_energy_ev": [-6.888, -6.892],
  "orbital_gap_ev": [6.803, 6.781],
  "relative_energy_kcal_mol": 25.6
}